No. 1
The following is a quantum chemistry calculation of a cluster of 11 separate species, C5H29N3O10 in total at a distorted geometry, from OMol25.

Last column: natural (NBO) charge in e.
Atoms and positions in Å:
C  -3.11895  2.05464  -0.03471  -0.2158
C  -3.04903  0.51210  -0.09842  -0.4756
C  -1.66541  0.00093  -0.18025  0.1078
C  -1.24164  -0.91321  -1.11993  -0.1133
N  -0.09925  -1.50781  -0.64262  -0.5541
C  0.18855  -0.92225  0.47902  0.1900
N  -0.81085  -0.08151  0.90485  -0.5300
N  -2.21098  2.77154  -0.94414  -0.8349
H  -2.78077  2.41707  0.94820  0.1794
H  -4.10756  2.49133  -0.19803  0.1972
H  -3.76985  0.19305  0.67148  0.2241
H  -3.65487  0.22766  -0.97168  0.2209
H  -1.57089  -0.90084  -2.14690  0.2185
H  1.03514  -1.07444  1.13196  0.2158
H  -0.85345  0.62585  1.62555  0.4583
H  -1.26592  2.49462  -0.75269  0.3648
H  -2.46195  2.56176  -1.90058  0.3535
H  2.12907  0.11473  3.12371  0.4938
H  2.85096  -0.96522  4.05617  0.4789
O  2.12593  -0.34758  3.96381  -0.9747
H  3.97543  -0.48903  -1.57408  0.4813
H  3.93550  0.61761  -2.60115  0.4929
O  4.14675  0.44946  -1.68530  -0.9693
H  2.40850  -3.80806  -0.95029  0.4743
H  1.55488  -2.54504  -1.14339  0.4957
O  2.46324  -2.84945  -0.98250  -0.9859
H  0.57651  2.66978  -3.13075  0.4789
H  -0.33513  3.88956  -3.39184  0.4758
O  -0.15562  2.98012  -3.64138  -0.9535
H  -1.68619  -2.40502  3.00394  0.4526
H  -2.65347  -2.87167  2.02308  0.4633
O  -1.94181  -3.22525  2.56613  -0.9146
H  1.82062  1.84600  -0.32241  0.4629
H  1.89961  2.09536  1.09450  0.4842
O  1.32606  2.33947  0.33638  -0.9630
H  -0.47015  0.77253  4.61194  0.4867
H  -1.19862  -0.30427  3.99803  0.4637
O  -0.86623  0.56932  3.75450  -0.9430
H  -1.20444  -3.39268  -1.93673  0.4873
H  -2.52401  -4.24913  -1.47591  0.4807
O  -1.68536  -4.21640  -1.92989  -0.9671
H  3.91140  1.31494  1.53672  0.4914
H  3.31675  0.38780  0.47087  0.5058
O  3.13938  0.77367  1.33786  -0.9783
H  1.35235  -0.10632  -3.41217  0.4820
H  1.41366  -0.19150  -1.84489  0.4887
O  1.81210  0.19576  -2.62606  -0.9778

Output
**Energy above the lowest of the compared OMol25 structures with the same formula, charge and spin**: 24.10 kJ/mol
**HOMO-LUMO gap**: 0.3362 hartree
**Largest force on an atom**: 0.0585 Eh/bohr
**Electronic energy**: -30600.6378 eV
**HOMO level**: -9.06 eV



No. 2
The following is a quantum chemistry calculation of a cluster of 10 separate species, C5H29NO9 in total at a distorted geometry, from OMol25.

Last column: Mulliken spin population.
Atoms and positions in Å:
C  2.16167  -2.69056  -2.66758  0.0010
C  2.30494  -1.25940  -3.04631  0.2345
C  2.40956  -0.23193  -1.95029  -1.0066
C  2.61532  -0.62305  -0.68617  0.8238
N  2.22092  -0.02095  0.53363  -0.0466
C  2.11495  1.20430  -2.14957  0.3377
H  3.02210  -3.31362  -2.50551  -0.0095
H  1.64932  -2.84383  -1.72445  0.0085
H  1.40225  -3.16291  -3.36402  -0.0205
H  3.20627  -1.12717  -3.69631  0.0023
H  1.42820  -0.96135  -3.62895  0.0250
H  2.90021  -1.67730  -0.48400  0.0451
H  2.28463  1.01577  0.54764  -0.0001
H  2.81048  -0.31060  1.30982  -0.0638
H  2.62269  1.47294  -3.08132  -0.0887
H  2.69484  1.77764  -1.38246  -0.0906
H  1.12271  1.63877  -2.19188  0.1713
H  -1.74898  0.71352  0.29764  -0.0520
H  -2.88246  -0.24645  0.49625  0.0188
O  -1.90915  -0.18822  0.68718  0.2813
H  -2.14058  1.41702  -1.50833  0.1344
H  -2.52107  2.65030  -0.68312  0.0440
O  -2.86327  1.78915  -0.95734  -0.2041
H  -3.13486  -2.65515  3.06551  -0.0103
H  -2.77534  -1.25351  3.08543  -0.0059
O  -3.35316  -1.88159  3.59943  0.0604
H  -1.59147  2.56395  -3.15512  0.0056
H  -0.53858  3.72438  -3.40571  -0.0857
O  -1.37211  3.51305  -2.97916  0.2642
H  3.21496  -2.71469  2.63776  -0.0047
H  1.97365  -2.85760  3.52909  -0.0144
O  2.75196  -2.31079  3.38149  0.0385
H  -0.62353  -2.36682  -0.11378  -0.0070
H  0.79629  -1.88573  0.50113  0.0267
O  0.04384  -2.53349  0.56914  -0.1163
H  -1.63244  1.24416  4.48001  -0.0499
H  -0.57378  1.28346  3.28768  0.0155
O  -1.05045  1.80803  3.96508  0.1203
H  -0.29521  3.56886  2.03411  -0.0274
H  -1.60155  3.05708  2.54357  -0.0021
O  -1.24375  3.67913  1.89784  0.1283
H  -4.62290  0.99341  0.50126  -0.0256
H  -4.42443  -0.09921  1.62647  -0.0429
O  -4.85271  0.10102  0.78423  0.1875

Output
**HOMO-LUMO gap (spin up / spin down)**: 0.0899 / 0.2925 hartree
**Net charge**: -1
**Largest force on an atom**: 0.0530 Eh/bohr
**Electronic energy**: -25571.7533 eV
**HOMO level (spin up / spin down)**: 0.17 / -5.50 eV
**Multiplicity**: 2



No. 3
The following is a quantum chemistry calculation of a structure of composition C5H2Br2Cl4O at a distorted geometry, from OMol25.

Last column: natural (NBO) charge in e.
Atoms and positions in Å:
C  -0.66618  0.30885  -1.58934  0.4525
C  -0.14897  -0.04731  -0.16980  -0.5704
C  -1.48294  1.55494  -1.61101  -0.3441
C  -1.43063  -0.60169  0.51538  -0.0703
C  -2.53172  0.39557  0.36520  -0.1738
O  -0.55698  -0.43444  -2.54043  -0.4971
Cl  -1.89245  -2.16086  -0.28580  0.0237
Cl  -1.21979  -1.05758  2.29932  -0.0282
Cl  -4.04509  -0.16105  -0.07408  0.1384
Cl  -2.43591  1.67011  1.41499  0.1524
Br  -0.78541  2.97247  -0.68986  0.1936
Br  -2.39476  2.02478  -3.20497  0.1693
H  0.66879  -0.86784  -0.28600  0.2744
H  0.45158  0.84040  0.40134  0.2797

Output
**HOMO-LUMO gap (spin up / spin down)**: 0.2754 / 0.2639 hartree
**Largest force on an atom**: 0.0622 Eh/bohr
**Electronic energy**: -197436.0558 eV
**HOMO level (spin up / spin down)**: -8.97 / -8.91 eV



No. 4
The following is a quantum chemistry calculation of the ion C5H2N with charge +1 at a distorted geometry, from OMol25.

Last column: natural (NBO) charge in e.
Atoms and positions in Å:
C  -2.16263  -0.03513  0.06511  -0.3664
C  -2.98318  0.79297  -0.03882  0.4934
C  2.29779  0.89736  -0.06091  0.0930
C  1.29935  0.18098  -0.00425  0.1917
C  -0.94949  -0.88251  -0.06482  0.2232
N  0.25238  -0.51012  0.09346  -0.2013
H  3.21088  1.50999  -0.00087  0.2967
H  -0.96510  -1.95354  0.01110  0.2695

Output
**Energy above the lowest of the compared OMol25 structures with the same formula, charge and spin**: 277.22 kJ/mol
**HOMO-LUMO gap (spin up / spin down)**: 0.2840 / 0.2977 hartree
**Net charge**: +1
**Largest force on an atom**: 0.1278 Eh/bohr
**Electronic energy**: -6689.8742 eV
**HOMO level (spin up / spin down)**: -15.76 / -15.78 eV